(1)
Computed, not measured: a 2-piece molecular cluster, C4H9NO overall, with wB97M-V/def2-TZVPD.

Each line ends with the natural charge from an NBO analysis.
Geometry (Å):
C1 0.431 1.614 -0.806  -0.645
C2 0.478 0.175 -0.298  -0.429
C3 0.982 -1.047 1.620  -0.325
C4 -0.725 -0.596 -0.145  0.621
O1 -0.769 -1.563 0.652  -0.615
N1 -1.882 -0.273 -0.776  -0.799
H1 -0.299 2.214 -0.252  0.210
H2 0.184 1.738 -1.881  0.194
H3 1.407 2.099 -0.685  0.220
H4 1.300 -0.398 -0.720  0.216
H5 0.839 -2.068 1.989  0.190
H6 1.982 -0.882 1.256  0.178
H7 0.586 -0.302 2.298  0.197
H8 -1.855 0.171 -1.676  0.389
H9 -2.660 -0.882 -0.576  0.400

- 2S+1 = 1
- E_LUMO (alpha / beta) (eV) = 0.4 / 0.4
- orbital gap (alpha / beta) (eV) = 7.76 / 7.76
- E_tot (eV) = -7827.82688


(2)
Computed, not measured: C43H38FMoN7O3S3 as an isolated structure, with wB97M-V/def2-TZVPD.

Each line ends with the Löwdin spin population.
Geometry (Å):
Mo1 1.516 0.077 0.294  1.702
N1 3.905 -2.366 -2.661  -0.002
C1 3.411 -1.658 -1.627  -0.003
S1 2.632 -0.162 -1.966  -0.009
N2 3.598 -2.177 -0.436  -0.011
N3 3.094 -1.421 0.565  -0.012
C2 3.360 -1.830 1.765  0.050
C3 4.087 -3.088 2.050  0.005
C4 3.446 -4.300 1.810  0.003
C5 4.090 -5.491 2.104  0.000
C6 5.377 -5.478 2.627  0.001
C7 6.020 -4.271 2.857  0.000
C8 5.374 -3.075 2.572  0.003
C9 2.893 -0.958 2.832  0.018
C10 3.210 -1.154 4.169  0.006
C11 2.774 -0.228 5.099  0.018
C12 2.043 0.867 4.668  0.007
C13 1.739 0.983 3.326  0.018
N4 2.137 0.078 2.423  0.006
H1 3.816 -2.022 -3.597  -0.001
H2 4.409 -3.216 -2.474  0.000
H3 2.451 -4.299 1.381  0.000
H4 3.588 -6.432 1.919  0.000
H5 5.879 -6.410 2.851  0.000
H6 7.026 -4.258 3.256  0.000
H7 5.875 -2.130 2.745  0.000
H8 3.789 -2.019 4.456  0.000
H9 3.006 -0.359 6.148  0.001
H10 1.691 1.622 5.355  0.000
H11 1.152 1.804 2.946  0.001
C14 -4.537 -1.474 -4.265  0.000
C15 -4.713 -0.800 -2.910  0.000
C16 -5.721 0.340 -2.920  0.000
C17 -5.236 1.476 -3.808  0.000
C18 -3.838 1.885 -3.427  0.000
C19 -3.358 3.137 -3.732  0.000
C20 -2.070 3.511 -3.358  0.000
F1 -1.653 4.737 -3.705  0.000
C21 -1.247 2.683 -2.651  0.000
C22 -1.710 1.399 -2.332  0.000
C23 -0.857 0.503 -1.563  0.003
O1 0.237 0.968 -1.131  0.018
C24 -1.329 -0.815 -1.363  0.001
C25 -2.587 -1.131 -1.806  0.000
N5 -3.413 -0.291 -2.428  0.000
C26 -2.991 0.996 -2.734  0.000
C27 -0.557 -1.962 -0.750  0.010
O2 -1.042 -3.081 -0.821  0.016
O3 0.586 -1.707 -0.221  0.055
H12 -5.497 -1.844 -4.628  0.000
H13 -3.852 -2.318 -4.185  0.000
H14 -4.130 -0.782 -5.002  0.000
H15 -5.028 -1.542 -2.176  0.000
H16 -5.856 0.702 -1.898  0.000
H17 -6.683 -0.041 -3.264  0.000
H18 -5.900 2.337 -3.724  0.000
H19 -5.260 1.170 -4.858  0.000
H20 -3.978 3.850 -4.262  0.000
H21 -0.259 2.994 -2.342  0.000
H22 -2.943 -2.141 -1.643  0.000
S2 2.607 2.269 0.621  0.073
C28 2.059 3.391 -0.600  0.015
N6 1.272 4.386 -0.364  -0.001
C29 1.131 5.186 -1.487  0.001
C30 0.376 6.359 -1.541  -0.001
C31 0.331 7.071 -2.722  0.000
C32 1.021 6.626 -3.856  -0.001
C33 1.766 5.464 -3.822  0.000
C34 1.822 4.750 -2.627  0.000
S3 2.683 3.298 -2.242  0.003
H23 -0.152 6.690 -0.656  0.000
H24 -0.247 7.984 -2.776  0.000
H25 0.969 7.199 -4.772  0.000
H26 2.301 5.122 -4.699  0.000
C35 -2.090 -3.215 2.255  0.000
N7 -1.249 -2.660 3.306  0.001
C36 -0.522 -3.718 3.979  0.000
C37 -0.316 -1.671 2.785  0.003
C38 -0.959 -0.371 2.338  0.008
C39 -2.151 0.007 2.960  -0.002
C40 -2.732 1.240 2.718  0.010
C41 -2.103 2.129 1.859  -0.002
C42 -0.924 1.756 1.230  0.007
C43 -0.339 0.496 1.420  -0.024
H27 -2.820 -3.894 2.698  0.000
H28 -1.510 -3.756 1.495  0.000
H29 -2.629 -2.412 1.751  0.000
H30 -1.223 -4.448 4.385  0.000
H31 0.059 -3.305 4.805  0.000
H32 0.170 -4.250 3.303  0.000
H33 0.296 -2.093 1.973  0.002
H34 0.366 -1.432 3.610  0.001
H35 -2.607 -0.688 3.654  0.000
H36 -3.657 1.512 3.213  0.001
H37 -2.518 3.115 1.681  0.000
H38 -0.446 2.476 0.576  0.000

- 2S+1 = 3
- E_LUMO (alpha / beta) (eV) = -0.4 / -1.0
- expectation value of S² = 2.025
- orbital gap (alpha / beta) (eV) = 6.81 / 6.73
- E_tot (eV) = -98863.94355


(3)
Computed, not measured: C3N2OS as an isolated structure in a non-equilibrium geometry, with wB97M-V/def2-TZVPD.

Each line ends with the natural charge from an NBO analysis.
Geometry (Å):
C1 1.081 0.493 -1.536  0.078
C2 -1.361 0.020 1.770  0.004
C3 0.560 -0.470 -0.732  0.574
N1 1.493 1.344 -2.178  -0.093
N2 -1.236 -0.353 2.849  -0.278
O1 0.783 -1.594 -0.372  -0.349
S1 -1.320 0.561 0.199  0.065

- 2S+1 = 1
- E_LUMO (eV) = -2.4
- orbital gap (eV) = 7.82
- E_tot (eV) = -18970.51672


(4)
Computed, not measured: a 4-piece molecular cluster, C2H12N2O3 overall in a non-equilibrium geometry, with wB97M-V/def2-TZVPD.

Each line ends with the natural charge from an NBO analysis.
Geometry (Å):
N1 2.143 -0.649 -2.150  -0.811
C1 1.133 0.194 -1.972  -0.035
C2 0.023 0.116 -1.121  -0.134
N2 -0.794 1.262 -0.884  -0.819
H1 2.213 -0.942 -3.095  0.366
H2 2.232 -1.349 -1.490  0.378
H3 1.368 1.076 -2.654  0.162
H4 0.121 -0.631 -0.355  0.167
H5 -0.287 2.091 -1.053  0.371
H6 -1.082 1.228 0.138  0.352
O1 -6.529 -2.027 2.993  -0.936
H7 -5.734 -2.449 2.749  0.466
H8 -6.281 -1.092 3.226  0.470
O2 1.512 2.262 0.568  -0.948
H9 1.322 2.244 1.529  0.475
H10 2.002 3.014 0.345  0.476
O3 2.371 -1.735 0.743  -0.941
H11 1.884 -0.826 0.753  0.471
H12 2.383 -1.788 1.731  0.468

- structure (SMILES) = N/C=C/N.O.O.O
- 2S+1 = 1
- E_LUMO (eV) = 0.3
- orbital gap (eV) = 7.17
- E_tot (eV) = -11389.31266


(5)
Computed, not measured: C31H39HfN5O2P2 as an isolated structure in a non-equilibrium geometry, with wB97M-V/def2-TZVPD.

Each line ends with the Mulliken charge.
Geometry (Å):
Hf1 0.931 -0.568 0.943  1.014
C1 6.861 -3.234 0.959  -0.470
C2 6.938 -2.384 -0.071  -0.501
C3 6.975 -2.799 -1.506  -1.048
C4 6.067 -3.984 -1.897  -1.280
C5 4.739 -4.168 -1.200  0.162
C6 4.572 -4.736 0.001  -0.123
C7 5.698 -5.542 0.582  -1.118
C8 6.981 -4.727 0.854  -0.798
C9 -1.151 -1.275 0.849  -1.727
H1 6.799 -2.876 1.985  0.356
H2 7.140 -1.322 0.070  1.255
H3 8.001 -3.090 -1.806  0.374
H4 6.737 -1.926 -2.127  0.353
H5 5.813 -3.848 -2.962  0.388
H6 6.656 -4.914 -1.815  0.398
H7 3.881 -4.030 -1.867  0.535
H8 3.619 -4.782 0.524  0.545
H9 5.999 -6.320 -0.138  0.299
H10 5.378 -6.065 1.493  0.341
H11 7.350 -5.064 1.834  0.410
H12 7.728 -4.993 0.090  0.346
H13 -1.595 -0.963 1.810  0.533
H14 -1.456 -2.307 0.670  0.599
H15 -1.639 -0.676 0.061  0.338
P1 0.944 -1.982 -1.298  0.513
P2 2.592 0.551 -0.728  -0.161
N1 0.724 -3.728 -1.033  0.972
N2 -0.038 -1.780 -2.756  0.772
N3 3.478 0.071 0.742  0.676
N4 3.262 2.150 -0.801  0.595
C10 2.599 -1.855 -2.042  -0.939
C11 3.286 -0.469 -2.067  -0.887
C12 0.184 -4.264 0.145  -0.543
C13 0.005 -5.627 -0.020  -0.843
C14 0.499 -5.971 -1.317  -0.821
C15 0.940 -4.790 -1.912  -0.493
C16 -1.428 -1.920 -2.758  -0.677
C17 -1.899 -1.699 -4.035  -0.664
C18 -0.773 -1.409 -4.866  -0.743
C19 0.352 -1.456 -4.059  -0.407
C20 2.835 -0.248 2.046  -0.316
C21 3.836 -0.991 2.779  -0.760
C22 5.023 -0.896 2.087  -1.251
C23 4.768 -0.323 0.831  -0.274
C24 4.482 2.705 -0.384  -0.307
C25 4.411 4.086 -0.536  -0.582
C26 3.105 4.395 -1.039  -1.007
C27 2.437 3.206 -1.224  -0.367
H16 2.581 -2.279 -3.053  1.430
H17 3.212 -2.490 -1.394  -1.258
H18 4.377 -0.555 -1.928  0.430
H19 3.141 0.065 -3.026  0.482
H20 -0.042 -3.647 0.997  0.484
H21 -0.443 -6.303 0.697  0.477
H22 0.526 -6.956 -1.753  0.490
H23 1.382 -4.612 -2.877  0.503
H24 -1.938 -2.176 -1.840  0.443
H25 -2.930 -1.747 -4.356  0.472
H26 -0.769 -1.207 -5.923  0.485
H27 1.393 -1.308 -4.294  0.458
H28 2.445 0.634 2.562  0.440
H29 3.665 -1.443 3.750  0.559
H30 6.008 -1.158 2.445  0.977
H31 5.437 -0.116 0.011  0.557
H32 5.272 2.063 -0.030  0.389
H33 5.196 4.794 -0.332  0.472
H34 2.695 5.373 -1.238  0.485
H35 1.451 2.979 -1.606  0.681
O1 0.216 0.820 2.575  -0.724
C28 -0.097 1.712 1.713  0.589
C29 -0.789 3.021 1.877  -0.684
C30 -1.241 3.354 0.468  -0.463
C31 -0.591 2.317 -0.429  -0.053
O2 -0.611 2.204 -1.642  -0.599
N5 0.079 1.409 0.410  0.501
H36 -1.617 2.929 2.583  0.397
H37 -0.071 3.751 2.273  0.276
H38 -2.328 3.270 0.361  0.308
H39 -0.944 4.359 0.158  0.333

- total charge = +2
- 2S+1 = 1
- E_LUMO (eV) = -7.8
- orbital gap (eV) = 5.77
- E_tot (eV) = -64191.75243


(6)
Computed, not measured: C22H14Cl5GaN4O2S as an isolated structure in a non-equilibrium geometry, with wB97M-V/def2-TZVPD.

Each line ends with the natural charge from an NBO analysis.
Geometry (Å):
Ga1 -0.279 -0.710 -0.078  1.786
N1 3.818 -0.715 -0.427  -0.466
C1 3.834 0.556 0.101  0.104
C2 4.873 1.447 0.333  -0.207
C3 4.524 2.687 0.825  -0.168
C4 3.189 3.030 1.075  -0.175
C5 2.151 2.147 0.862  -0.234
C6 2.485 0.887 0.369  0.164
N2 1.710 -0.198 0.015  -0.630
C7 2.540 -1.122 -0.471  0.393
C8 1.984 -2.318 -1.044  0.060
C9 2.574 -3.390 -1.656  -0.374
S1 1.386 -4.473 -2.237  0.632
C10 0.173 -3.449 -1.635  -0.106
N3 0.616 -2.371 -1.041  -0.552
H1 4.636 -1.220 -0.736  0.449
H2 5.897 1.183 0.126  0.242
H3 5.295 3.417 1.017  0.246
H4 2.972 4.020 1.444  0.243
H5 1.125 2.424 1.055  0.238
H6 3.618 -3.590 -1.792  0.274
H7 -0.872 -3.672 -1.746  0.255
O1 -0.139 -1.524 1.852  -0.737
C11 -1.424 -1.660 2.469  -0.111
C12 -2.436 -1.987 1.405  0.233
C13 -3.712 -2.433 1.725  -0.213
C14 -4.606 -2.710 0.705  -0.093
C15 -4.187 -2.556 -0.612  -0.224
C16 -2.908 -2.095 -0.852  0.058
N4 -2.051 -1.814 0.139  -0.585
H8 0.490 -1.186 2.503  0.538
H9 -1.717 -0.722 2.961  0.240
H10 -1.394 -2.461 3.218  0.230
H11 -4.002 -2.555 2.757  0.253
H12 -5.608 -3.043 0.930  0.257
H13 -4.847 -2.789 -1.433  0.259
H14 -2.545 -1.933 -1.861  0.215
Cl1 -1.667 5.690 -2.486  0.112
C17 -1.539 4.243 -1.585  -0.103
C18 -1.114 3.069 -2.214  -0.059
Cl2 -0.701 3.065 -3.876  0.101
C19 -1.012 1.907 -1.460  -0.170
Cl3 -0.536 0.411 -2.184  0.143
C20 -1.288 1.866 -0.093  0.353
O2 -1.120 0.758 0.622  -0.885
C21 -1.743 3.044 0.512  -0.136
Cl4 -2.143 2.983 2.178  0.078
C22 -1.876 4.222 -0.224  -0.050
Cl5 -2.426 5.640 0.546  0.124

- total charge = +2
- 2S+1 = 1
- E_LUMO (eV) = -6.2
- orbital gap (eV) = 7.25
- E_tot (eV) = -158909.57749


- What is the E_tot in the fifth record?
  -64191.75243 eV